A structure of composition C38H76Br2F5NbO30PS. Source: OMol25; level of theory: ωB97M-V with the def2-TZVPD basis set.

Results
gap between HOMO and LUMO = 6.38 eV
total charge = -1
spin multiplicity = 1
electronic energy = -277402.157 eV

Geometry as XYZ:
```
154
Properties=species:S:1:pos:R:3:forces:R:3:mulliken_charge:R:1
C -1.51002 4.07836 2.69317 0.0 0.4 -0.4 -0.78
C -0.41777 3.51523 1.56385 -2.1 0.3 -0.3 0.13
S 0.90183 2.41564 2.35079 -1.5 0.4 -0.4 -0.06
C -0.08172 1.05736 3.26982 -0.8 2.6 0.7 0.04
Nb 0.97766 -0.94765 3.35104 -3.3 0.3 -1.5 -1.05
C 0.94085 -1.21427 1.04537 1.6 -0.3 -1.6 -0.52
C -0.17991 -0.25934 0.32562 -0.1 -0.7 -0.8 1.08
C -0.71463 -0.93045 -1.11064 -1.3 0.0 0.3 -0.45
C -0.96676 0.21644 -2.28233 -1.3 0.1 0.7 0.82
F -1.42779 1.51888 -1.67327 1.6 -3.8 -2.1 -0.28
F -2.07718 -0.17104 -3.22625 3.3 1.1 2.6 -0.30
C 0.37832 0.45782 -3.19557 1.6 0.4 -1.0 0.60
F 1.52042 1.07215 -2.43365 -4.2 -2.1 -2.8 -0.23
F 0.04693 1.33062 -4.35252 1.7 -2.8 3.7 -0.25
F 0.87116 -0.87754 -3.68889 -1.6 4.7 1.4 -0.22
C -0.89918 -2.16656 3.66902 -0.7 -1.0 2.2 -0.40
Br -1.68844 -2.98373 1.99288 0.2 0.2 1.0 -0.22
C -2.13489 -1.46225 4.47037 -2.0 -2.3 -1.1 -0.06
C -3.20503 -0.63576 3.52888 -0.5 1.2 0.9 -0.77
Br -1.57118 -0.42104 6.12299 -0.5 -0.6 -1.4 -0.14
P 3.26648 0.25076 3.25328 3.0 2.8 3.0 0.59
O 3.36144 1.42480 4.35461 -0.4 -3.3 -3.7 -0.56
O 4.50204 -0.92095 3.76118 -1.6 1.7 0.6 -0.60
O 3.71355 0.79804 1.66688 -0.1 0.2 1.9 -0.53
H -1.90621 5.14399 2.33301 1.0 -2.2 1.0 0.26
H -1.00343 4.14864 3.76045 -1.1 0.0 -2.3 0.17
H -2.46210 3.38374 2.75174 2.1 1.2 -0.1 0.25
H -1.08367 2.93061 0.76513 1.7 1.0 1.6 0.01
H 0.05746 4.42021 0.95885 -0.7 -2.0 1.6 -0.02
H -1.13977 1.07204 2.77609 1.8 -0.3 0.9 -0.17
H -0.22189 1.50521 4.36761 0.2 -1.0 -2.2 0.35
H 1.16461 -0.88074 5.17896 0.9 -0.5 -0.1 0.15
H 1.93302 -2.51729 3.41549 0.3 0.4 0.0 0.08
H 0.88071 -2.36069 0.72853 -0.1 2.4 0.6 0.21
H 1.99612 -0.85316 0.61805 -2.1 -0.8 0.8 0.30
H -1.14500 -0.17764 0.99363 2.0 0.2 -1.5 -0.84
H 0.31089 0.76844 0.05080 -1.2 -1.9 1.0 0.21
H -1.79130 -1.40597 -0.91004 2.3 1.1 -0.6 0.35
H -0.03224 -1.82083 -1.46322 -1.2 2.1 0.4 -0.23
H -0.58577 -3.11278 4.32869 -0.7 2.0 -1.5 0.50
H -2.77324 -2.36646 4.92381 1.5 2.2 -0.7 0.39
H -3.48728 0.34617 4.14650 0.6 -2.1 -1.5 0.24
H -2.79484 -0.31084 2.48426 -0.6 -0.7 2.1 0.13
H -4.22701 -1.22253 3.36549 2.5 1.0 0.4 0.27
H 4.40247 -0.94451 4.77746 0.1 0.3 -2.4 0.33
H 3.61446 1.79212 1.55637 0.1 -1.8 0.7 0.35
C 1.72906 7.08562 1.47039 0.2 -0.6 0.0 -0.69
O 1.36651 8.45681 1.62062 -0.9 0.4 0.9 -0.29
C 0.15247 8.65380 2.19385 -0.4 -0.6 0.4 0.77
O -0.61269 7.78018 2.57121 1.2 1.4 -0.6 -0.52
O -0.06286 9.99106 2.27460 0.4 -0.9 -0.2 -0.31
C -1.31205 10.34999 2.86196 -0.5 0.1 0.2 -0.66
H 2.71645 7.04645 1.00223 -0.2 0.3 0.1 0.28
H 1.79108 6.59361 2.44653 -0.2 0.0 -0.2 0.38
H 1.01826 6.56747 0.81875 0.0 0.1 0.2 0.26
H -1.37154 9.98846 3.89366 0.0 -0.1 -0.3 0.30
H -2.14442 9.96227 2.26583 0.2 -0.1 0.2 0.30
H -1.37792 11.44130 2.87573 0.3 -0.2 -0.1 0.23
C -4.49768 -2.53948 -8.95358 -0.1 -0.3 -0.4 -0.76
O -4.31931 -1.61894 -7.87888 1.0 0.3 0.2 -0.33
C -3.02362 -1.31832 -7.61041 0.4 0.2 0.1 0.82
O -2.04835 -1.76035 -8.19740 -1.4 0.7 0.7 -0.59
O -3.00082 -0.44069 -6.57581 -0.4 -1.0 -1.1 -0.32
C -1.69242 -0.03243 -6.18117 0.5 0.4 0.3 -0.59
H -5.57072 -2.70737 -9.08020 0.2 0.2 0.3 0.24
H -4.10157 -2.12515 -9.88642 0.1 -0.1 0.2 0.37
H -4.02395 -3.49898 -8.72274 0.1 0.2 -0.1 0.31
H -1.18426 0.48207 -7.00319 0.0 -0.3 0.1 0.36
H -1.10659 -0.89184 -5.83949 -0.1 0.1 -0.2 0.26
H -1.79390 0.66789 -5.34766 -0.4 -0.4 -0.4 0.19
C -2.98758 -5.85934 9.85847 -0.3 -0.2 0.0 -0.61
O -1.81760 -5.04721 9.93457 0.0 0.8 -0.2 -0.32
C -2.02173 -3.74309 9.62012 -0.2 0.5 -0.2 0.78
O -3.08629 -3.24242 9.29281 1.5 -0.8 0.5 -0.55
O -0.83639 -3.09241 9.73295 -1.0 -0.9 0.1 -0.33
C -0.89989 -1.70018 9.42967 0.0 0.7 -0.2 -0.13
H -2.70803 -6.88102 10.12988 0.2 0.3 0.0 0.21
H -3.74635 -5.51039 10.56646 0.1 0.0 -0.3 0.28
H -3.38421 -5.87042 8.83822 0.0 0.1 0.2 0.29
H -1.57519 -1.18505 10.12051 0.0 -0.1 -0.2 0.30
H -1.21309 -1.54508 8.39218 0.0 -0.1 0.4 -0.18
H 0.10263 -1.28143 9.55253 -0.1 -0.4 0.0 0.22
C 1.16158 9.67254 -0.81507 0.0 0.0 0.4 -0.44
O 1.10394 9.63484 -2.23965 -1.0 0.1 -0.9 -0.35
C -0.15293 9.68066 -2.74902 -0.2 0.0 0.4 0.74
O -1.18669 9.74872 -2.10264 1.4 -0.1 -1.0 -0.55
O -0.06055 9.63769 -4.10208 0.1 0.0 0.9 -0.32
C -1.31600 9.67874 -4.77770 -0.4 0.0 -0.2 -0.61
H 2.21311 9.63052 -0.51815 -0.2 0.0 -0.3 0.30
H 0.73384 10.60642 -0.43605 -0.1 -0.3 0.0 0.31
H 0.64750 8.80712 -0.38481 0.0 0.4 -0.4 0.11
H -1.84271 10.61284 -4.55706 0.0 -0.2 0.1 0.28
H -1.92910 8.81346 -4.50578 0.0 0.3 0.1 0.29
H -1.12257 9.63886 -5.85310 0.3 0.0 0.3 0.21
C 2.72533 -3.23606 -2.59720 -0.1 0.6 0.0 -0.57
O 3.08930 -4.61369 -2.53505 -0.1 -0.9 0.9 -0.28
C 2.85296 -5.20005 -1.33438 -0.4 0.8 0.4 0.73
O 2.37348 -4.65540 -0.35226 0.7 -1.0 -1.5 -0.57
O 3.24237 -6.49732 -1.41558 -0.1 0.7 -0.2 -0.30
C 3.05089 -7.24383 -0.21543 -0.1 -0.2 0.4 -0.70
H 2.95765 -2.87008 -3.60105 0.1 -0.4 0.2 0.22
H 1.65104 -3.11257 -2.42575 0.2 -0.1 0.1 0.20
H 3.30367 -2.65096 -1.87502 -0.2 -0.1 0.0 0.36
H 1.98964 -7.28050 0.05116 0.2 0.2 0.1 0.31
H 3.64233 -6.81883 0.60196 -0.3 0.0 -0.1 0.32
H 3.39594 -8.26579 -0.39437 0.0 0.3 -0.3 0.22
C 2.86698 2.03060 7.25672 0.5 -0.6 -0.4 -0.46
O 2.11387 3.12762 7.77011 0.4 1.4 0.9 -0.20
C 2.86893 4.13461 8.27719 0.3 -0.7 -0.4 0.70
O 4.08888 4.16397 8.32150 -1.7 0.1 0.1 -0.54
O 2.03171 5.10333 8.72640 0.4 -0.5 -0.2 -0.32
C 2.69214 6.23431 9.29124 0.1 0.3 0.1 -0.63
H 2.16262 1.28504 6.87770 0.0 0.4 0.0 0.02
H 3.50467 2.35453 6.42776 -0.2 -0.2 0.3 0.34
H 3.46464 1.56825 8.04879 0.0 0.2 -0.1 0.31
H 3.32280 6.72620 8.54360 0.0 -0.2 0.2 0.28
H 3.28283 5.93988 10.16470 0.0 0.0 -0.3 0.28
H 1.92729 6.94457 9.61683 -0.1 -0.3 -0.2 0.22
C 0.14789 -3.77442 -7.87137 -0.3 0.5 0.0 -0.41
O 0.51186 -5.15205 -7.80922 0.0 -0.9 1.0 -0.36
C 0.27552 -5.73840 -6.60855 -0.2 0.4 0.3 0.79
O -0.20395 -5.19375 -5.62643 0.7 -0.8 -1.4 -0.54
O 0.66493 -7.03567 -6.68975 -0.2 0.9 -0.1 -0.33
C 0.47345 -7.78218 -5.48960 0.0 -0.2 0.4 -0.50
H 0.38021 -3.40844 -8.87522 0.0 -0.3 0.2 0.27
H -0.92640 -3.65093 -7.69992 0.4 0.0 0.1 0.18
H 0.72623 -3.18932 -7.14919 -0.2 -0.1 0.0 0.24
H -0.58779 -7.81885 -5.22301 0.2 0.2 0.0 0.28
H 1.06489 -7.35719 -4.67221 -0.2 0.0 -0.1 0.19
H 0.81850 -8.80414 -5.66854 0.0 0.3 -0.3 0.21
C 6.61445 -6.38077 -2.82509 -0.5 -0.3 0.0 -0.47
O 7.78442 -5.56863 -2.74900 0.1 1.1 -0.2 -0.33
C 7.58029 -4.26451 -3.06344 -0.6 0.2 -0.1 0.77
O 6.51573 -3.76384 -3.39075 1.6 -0.7 0.5 -0.53
O 8.76563 -3.61383 -2.95061 -0.7 -0.7 0.0 -0.32
C 8.70214 -2.22160 -3.25389 0.0 0.5 -0.1 -0.60
H 6.89400 -7.40245 -2.55369 0.2 0.3 0.0 0.25
H 5.85567 -6.03181 -2.11710 0.1 0.0 -0.3 0.15
H 6.21781 -6.39184 -3.84534 0.0 0.2 0.2 0.28
H 8.02683 -1.70648 -2.56305 0.0 -0.1 -0.2 0.29
H 8.38893 -2.06650 -4.29139 -0.1 0.0 0.2 0.28
H 9.70465 -1.80285 -3.13103 -0.1 -0.4 0.1 0.21
C -10.15530 -4.08797 -4.84686 -0.4 0.0 -0.1 -0.61
O -8.81325 -3.98888 -4.37433 0.6 0.5 -0.5 -0.32
C -7.99507 -3.25192 -5.16726 0.2 0.3 -0.3 0.72
O -8.31398 -2.69530 -6.20629 0.4 -0.8 1.4 -0.55
O -6.76065 -3.24140 -4.60404 -1.3 -0.2 -0.3 -0.32
C -5.78809 -2.49747 -5.33548 0.4 0.3 -0.3 -0.49
H -10.71949 -4.69852 -4.13654 0.4 0.1 0.0 0.22
H -10.62114 -3.09837 -4.89628 0.1 -0.2 -0.2 0.28
H -10.18521 -4.58055 -5.82401 0.0 0.2 0.1 0.29
H -6.07940 -1.44435 -5.40439 0.0 -0.3 -0.2 0.30
H -5.64347 -2.92658 -6.33222 -0.2 0.2 0.2 0.18
H -4.83983 -2.55718 -4.79444 -0.3 -0.1 0.1 0.30
```
Forces are in eV/Å.